Computed, not measured: the molecule C7H9NO2 at a distorted geometry, with ωB97M-V/def2-TZVPD.

Values from the calculation:
Kohn-Sham gap in eV: 9.59
Total energy in eV: -12986.7273
Total charge: 0
Energy above the lowest of the compared OMol25 structures with the same formula, charge and spin in kcal per mole: 86.9
SMILES string: C/C=C/C1=NC(=O)OCC1

Cartesian coordinates (Å):
C 3.19081 1.05804 -0.01070
C 1.91046 0.51484 0.43476
C 0.82767 0.99057 -0.18340
C -0.72478 0.45488 0.04849
N -1.95928 0.92061 0.40680
C -3.09928 0.32384 0.04622
O -4.06041 1.00761 -0.17754
O -3.10851 -1.01759 -0.07124
C -1.92571 -1.68887 0.17239
C -0.66460 -0.98298 -0.33254
H 3.69068 1.69460 0.79009
H 3.02917 1.81413 -0.68933
H 3.86531 0.36744 -0.42785
H 1.90208 -0.24114 1.15525
H 0.93357 1.69695 -0.92082
H -1.83568 -2.77850 -0.19438
H -1.58228 -1.78973 1.27544
H 0.22455 -1.26364 0.12355
H -0.61377 -1.08105 -1.44519

Listed below, in e, are the Löwdin charges computed for each atom: C -0.101; C -0.153; C 0.013; C -0.085; N 0.181; C -0.608; O 0.137; O 0.054; C -0.202; C -0.161; H 0.116; H 0.042; H 0.067; H 0.095; H 0.075; H 0.152; H 0.150; H 0.078; H 0.152

---

Computed, not measured: the molecule C15H20N6O2S2 at a distorted geometry, with ωB97M-V/def2-TZVPD.

Values from the calculation:
Kohn-Sham gap in eV: 7.14
Total energy in eV: -50583.3810
Total charge: 0
Energy above the lowest of the compared OMol25 structures with the same formula, charge and spin in kcal per mole: 55.2
SMILES string: CNC(=S)N/N=C(\C=N\NC(=S)NC)c1ccc(CCC(=O)O)cc1

Cartesian coordinates (Å):
C -3.25020 1.46796 -4.22472
N -1.80300 1.51391 -4.49738
C -0.84194 1.33200 -3.51958
S 0.63945 1.85382 -4.05040
N -1.04313 0.68702 -2.29536
N -0.04598 0.64313 -1.37573
C -0.22810 0.20647 -0.13152
C -1.53377 -0.13085 0.42581
N -2.60679 -0.56007 -0.25584
N -3.79136 -0.76704 0.42036
C -4.95287 -1.41981 0.00592
S -6.22378 -1.34521 1.04190
N -5.18188 -2.02765 -1.22825
C -4.15834 -2.31565 -2.22828
C 0.92993 0.27317 0.74025
C 0.95429 -0.30963 1.99776
C 2.02541 -0.06071 2.86174
C 3.06267 0.78969 2.42977
C 4.19238 1.15499 3.38892
C 5.51316 0.44953 3.08576
C 5.42593 -1.10106 3.16260
O 4.76596 -1.61582 4.06758
O 6.11324 -1.81325 2.21308
C 3.11232 1.27284 1.12577
C 2.04745 0.98591 0.26619
H -3.79280 1.24471 -5.12826
H -3.55331 2.46751 -3.80827
H -3.49387 0.67712 -3.50296
H -1.51196 2.19817 -5.22000
H -1.98802 0.42984 -2.00325
H -1.67013 0.05422 1.49763
H -3.94060 -0.37597 1.36911
H -6.11892 -2.32049 -1.42987
H -3.18211 -2.55969 -1.80485
H -4.03224 -1.46419 -2.89816
H -4.47453 -3.21345 -2.78670
H 0.09774 -0.81668 2.43516
H 1.99128 -0.46890 3.85128
H 3.87972 0.90262 4.42008
H 4.46301 2.23850 3.34316
H 6.28531 0.78751 3.81409
H 5.93752 0.62797 2.04765
H 5.91262 -2.76746 2.41250
H 3.96049 1.83926 0.71789
H 2.10974 1.35570 -0.75257

Listed below, in e, are the Löwdin charges computed for each atom: C -0.079; N -0.110; C -0.834; S 0.584; N -0.006; N 0.097; C -0.206; C -0.035; N 0.038; N -0.049; C -0.860; S 0.606; N -0.062; C -0.091; C -0.195; C -0.030; C -0.013; C -0.220; C -0.156; C -0.110; C -0.468; O 0.065; O 0.081; C -0.020; C -0.001; H 0.073; H 0.100; H 0.050; H 0.104; H 0.096; H 0.117; H 0.112; H 0.101; H 0.075; H 0.055; H 0.090; H 0.107; H 0.109; H 0.120; H 0.128; H 0.131; H 0.131; H 0.143; H 0.125; H 0.107

---

Computed, not measured: a cluster of 5 separate species, C41H62F8NO14 in total at a distorted geometry, with ωB97M-V/def2-TZVPD.

Values from the calculation:
Kohn-Sham gap in eV: 7.91
Total energy in eV: -95408.7407
Total charge: +1

Cartesian coordinates (Å):
C 1.37165 -2.37462 6.32675
O 2.24632 -2.47330 5.19771
C 1.54039 -2.92730 4.02751
C 0.88893 -1.75226 3.21331
C 1.89585 -0.81082 2.69303
C 3.44818 -1.02709 2.90290
C 1.50373 0.41662 1.89372
C 2.55315 1.41161 1.29480
C 1.98248 2.85995 1.00118
C 1.80152 3.15510 -0.52131
F 2.92933 2.90342 -1.27189
F 1.52009 4.50497 -0.70477
F 0.75874 2.42747 -1.08235
C 0.04799 0.57350 1.72785
C -0.90166 -0.42853 2.28250
O -2.22090 -0.12161 2.05196
C -2.45549 1.16987 2.75170
C -3.88794 1.28443 3.39913
C -3.81044 1.05887 4.99026
C -4.35545 2.81460 3.23055
C -4.62728 3.22176 1.72338
C -3.32768 3.85230 3.82742
N -0.51308 -1.56997 2.97840
C -1.39226 -2.61017 3.49728
F -0.98082 -3.80621 2.85809
F -1.26175 -2.72011 4.89163
C -2.91198 -2.58240 3.23696
C -3.36072 -3.02720 1.88358
C -4.75670 -3.11214 1.46871
C -5.79432 -2.72660 2.43923
C -5.40576 -2.27678 3.80371
C -6.57680 -1.94370 4.76491
F -6.88287 -2.98385 5.62928
F -7.73187 -1.71825 4.01526
F -6.39988 -0.81530 5.52907
C -3.97088 -2.20914 4.18020
H 1.95039 -2.01933 7.21748
H 0.53739 -1.61873 6.17290
H 0.86295 -3.35168 6.57365
H 0.83211 -3.71959 4.37914
H 2.28903 -3.44447 3.35665
H 3.80513 -0.36510 3.73354
H 3.73199 -2.10188 3.00894
H 3.95658 -0.66306 1.95793
H 3.50398 1.43169 1.89300
H 2.83936 0.96519 0.28957
H 0.99420 3.01763 1.50750
H 2.72133 3.59376 1.44136
H -0.31861 1.47559 1.16934
H -1.71498 1.32735 3.59463
H -2.25235 2.01490 2.02549
H -4.65202 0.58227 2.97460
H -2.76416 0.87049 5.35582
H -4.43945 0.19753 5.32501
H -4.18080 1.96495 5.55496
H -5.33741 2.89140 3.79051
H -5.24540 4.16613 1.72399
H -3.63050 3.52980 1.27766
H -5.09118 2.38595 1.14003
H -3.87218 4.84500 3.89328
H -2.42231 4.03697 3.19010
H -3.01166 3.62978 4.89009
H -2.58157 -3.34308 1.13512
H -5.03943 -3.48251 0.45608
H -6.86046 -2.81564 2.11178
H -3.69636 -1.87616 5.20893
C 6.44443 5.17633 0.02690
C 6.33385 4.11774 -1.05319
O 7.58238 3.44406 -1.24605
C 7.88664 2.52293 -0.32569
O 7.20604 2.21513 0.62433
O 9.08728 2.01825 -0.62453
C 9.58316 1.08688 0.33741
H 7.26556 5.86212 -0.19140
H 5.51658 5.74620 0.10482
H 6.65452 4.72801 0.99966
H 6.08668 4.59443 -2.00272
H 5.53933 3.40023 -0.83594
H 8.86146 0.29209 0.52849
H 9.83524 1.60686 1.26279
H 10.48935 0.64093 -0.06921
C -1.02365 8.31718 -5.75206
C -0.94811 7.10948 -6.66515
O 0.22493 6.32904 -6.39687
C 0.16452 5.54851 -5.31402
O -0.77486 5.44143 -4.56549
O 1.34190 4.92148 -5.18713
C 1.44797 4.12642 -4.00836
H -0.10323 8.90207 -5.81344
H -1.86761 8.95322 -6.02347
H -1.14163 8.01742 -4.70941
H -0.86869 7.44223 -7.70087
H -1.84587 6.49180 -6.59248
H 0.61754 3.42356 -3.92776
H 1.49294 4.77002 -3.12961
H 2.37536 3.55811 -4.07074
C -0.76965 -4.85467 -0.76273
C -1.75130 -5.99790 -0.59519
O -2.49856 -6.21656 -1.79575
C -1.85423 -6.87064 -2.77439
O -0.72302 -7.28830 -2.72651
O -2.67582 -6.95535 -3.82305
C -2.08240 -7.54455 -4.98272
H -1.28342 -3.95515 -1.11296
H -0.26897 -4.63296 0.18260
H -0.00886 -5.09346 -1.50403
H -2.47699 -5.74342 0.17997
H -1.25131 -6.91606 -0.27924
H -1.64090 -8.51475 -4.75239
H -1.33306 -6.87007 -5.39957
H -2.86962 -7.68910 -5.72076
C 0.73649 -1.03960 -6.58074
C -0.50037 -1.63273 -5.93530
O -0.42964 -3.06428 -5.89717
C 0.35502 -3.57994 -4.94515
O 0.98682 -2.95525 -4.12852
O 0.33837 -4.91266 -5.07021
C 1.21828 -5.59240 -4.17287
H 0.90388 -1.48113 -7.56546
H 0.63407 0.04146 -6.68880
H 1.62844 -1.24173 -5.98535
H -1.37740 -1.38163 -6.53336
H -0.66612 -1.22906 -4.93382
H 1.03946 -5.29420 -3.14256
H 2.25578 -5.40157 -4.45343
H 1.02557 -6.65871 -4.26015

Atomic partial charges in e from the Löwdin method, atoms 1 to 99: C -0.098; O -0.184; C -0.151; C -0.004; C -0.063; C -0.024; C -0.043; C -0.099; C -0.049; C -0.503; F 0.102; F 0.090; F 0.097; C 0.101; C -0.160; O -0.019; C -0.115; C -0.247; C -0.064; C -0.384; C -0.078; C -0.091; N 0.174; C -0.348; F 0.069; F 0.085; C -0.079; C 0.007; C -0.018; C 0.033; C -0.055; C -0.471; F 0.110; F 0.081; F 0.103; C 0.057; H 0.105; H 0.092; H 0.104; H 0.121; H 0.146; H 0.112; H 0.085; H 0.090; H 0.126; H 0.152; H 0.124; H 0.147; H 0.122; H 0.137; H 0.116; H 0.140; H 0.082; H 0.039; H 0.085; H 0.143; H 0.091; H 0.074; H 0.086; H 0.097; H 0.076; H 0.080; H 0.104; H 0.116; H 0.126; H 0.124; C -0.063; C -0.214; O 0.043; C -0.598; O 0.103; O 0.011; C -0.040; H 0.086; H 0.078; H 0.073; H 0.127; H 0.104; H 0.094; H 0.100; H 0.096; C -0.067; C -0.211; O 0.037; C -0.597; O 0.119; O 0.010; C -0.055; H 0.083; H 0.081; H 0.073; H 0.124; H 0.124; H 0.096; H 0.083; H 0.094; C -0.058; C -0.207; O 0.038